(1)
Below is a molecular structure, C2H4BrO2P at a distorted geometry, with properties calculated with ωB97M-V/def2-TZVPD.

The total energy comes out at -85565.6890 eV. The calculation puts the LUMO energy at 0.704 eV. The value obtained for the energy above the lowest of the compared OMol25 structures with the same formula, charge and spin is 2.6 kcal/mol.

The geometry in ORCA input format:
```
! RIJCOSX wB97M-V def2-TZVPD def2/J DEFGRID3
* xyz 0 1
Br -3.078 -0.260 -1.112
P -1.193 -1.224 -1.316
O -0.056 -0.097 -0.804
O -0.523 -0.957 1.137
C 0.136 -0.227 0.476
C 1.217 0.684 1.014
H 1.185 1.657 0.567
H -1.045 -0.777 -2.771
H 2.161 0.292 0.751
H 1.196 0.911 2.057
*
```

Here are the natural (NBO) charges for atoms 1 to 5, given in e: number 1, Br, carries -0.2000; number 2, P, carries 0.7839; number 3, O, carries -0.7475; number 4, O, carries -0.5722; number 5, C, carries 0.7954

=====

(2)
Below is a gas-phase ion, C5H11FN4O (charge +2) at a distorted geometry, with properties calculated with ωB97M-V/def2-TZVPD.

The total energy comes out at -16071.2562 eV. The calculation puts the LUMO energy at -8.154 eV. The value obtained for the energy above the lowest of the compared OMol25 structures with the same formula, charge and spin is 26.4 kcal/mol. As for the structure (SMILES): C[C@@]1(F)C(=[NH2+])NC(=O)N[C@@H]1[NH3+].

The geometry in ORCA input format:
```
! RIJCOSX wB97M-V def2-TZVPD def2/J DEFGRID3
* xyz 2 1
F 1.986 -0.056 -0.507
O -3.284 0.042 0.133
N 0.638 -2.377 -0.733
N 0.234 1.950 -1.205
N -1.338 -1.286 -0.202
N -1.328 1.069 0.341
C -2.087 -0.024 0.071
C 0.873 -0.097 0.229
C 1.141 -0.386 1.714
C -0.035 -1.327 -0.341
C 0.115 1.227 0.166
H 2.088 -0.096 1.781
H 1.237 2.282 -1.283
H -0.360 2.699 -1.358
H 0.414 -3.332 -0.918
H 1.607 -2.361 -1.031
H -1.831 1.938 0.337
H -2.028 -2.022 -0.214
H -0.069 1.380 -2.061
H 1.227 -1.430 1.868
H 0.408 0.146 2.447
H 0.393 2.061 0.765
*
```

Here are the natural (NBO) charges for atoms 1 to 5, given in e: number 1, F, carries -0.3035; number 2, O, carries -0.4541; number 3, N, carries -0.6978; number 4, N, carries -0.7054; number 5, N, carries -0.5888

=====

(3)
Below is a molecular structure, C31H45N6O2Si3W, with properties calculated with ωB97M-V/def2-TZVPD.

The total energy comes out at -71369.2205 eV. The calculation puts the LUMO energy (spin up / spin down) at -3.703 / -3.704 eV. The value obtained for the energy above the lowest of the compared OMol25 structures with the same formula, charge and spin is 0.0 kcal/mol.

The geometry in ORCA input format:
```
! RIJCOSX wB97M-V def2-TZVPD def2/J DEFGRID3
* xyz 1 1
W 0.821 -0.179 -0.040
Si 1.314 2.770 0.395
Si 0.662 1.886 3.196
Si -1.509 1.840 0.972
O 3.410 -0.287 1.084
O 1.359 1.738 -1.005
N -0.282 -1.440 1.284
N -1.943 -2.965 2.977
N -5.319 -4.496 -5.225
N 2.882 -0.799 -4.466
N 1.850 -0.690 -1.887
N -0.372 -1.422 -1.142
C 3.121 3.027 0.787
C 3.136 -0.372 -2.139
C 3.642 -0.447 -3.412
C -0.688 1.380 4.399
C -0.213 -1.532 -2.513
C 0.804 3.747 3.470
C -3.015 -4.000 -4.799
C 0.330 1.548 1.362
C 1.633 -1.117 -4.222
C 2.353 -1.082 0.818
C -2.377 -2.748 -1.391
C -4.683 -3.256 -3.278
C -5.625 -3.851 -4.104
C 1.499 2.233 -2.343
C -2.133 -2.923 1.689
C -2.175 3.508 1.534
C -1.153 -2.126 -3.320
C 1.094 -1.098 -2.926
C 2.550 -2.538 1.106
C -1.309 -2.187 0.811
C -4.033 -4.562 -5.555
C -0.095 -1.497 2.631
C -3.339 -3.327 -3.626
C -0.896 -2.243 3.441
C -2.301 -2.710 -2.773
C -1.783 1.767 -0.903
C 4.504 -0.753 1.895
C -2.717 0.611 1.713
C 0.645 4.423 -0.153
C 2.278 1.141 3.808
C -1.410 -2.142 -0.601
H 2.248 0.054 3.916
H -1.494 2.692 -1.402
H -1.988 -4.121 -5.118
H 3.417 -2.910 0.552
H 0.728 -0.921 3.022
H -0.133 4.251 3.230
H -0.986 -2.161 -4.388
H 4.678 -0.207 -3.607
H 1.680 -3.116 0.807
H 0.589 5.095 0.706
H -3.182 -3.285 -0.907
H -3.797 -5.097 -6.467
H 3.596 3.459 -0.100
H 3.730 -0.041 -1.297
H -3.687 1.116 1.738
H -2.421 3.487 2.598
H 2.534 2.518 -2.531
H -3.111 3.691 0.997
H 1.603 4.239 2.914
H 3.625 2.090 1.014
H -2.480 0.316 2.734
H 2.498 1.549 4.797
H -0.708 -2.276 4.507
H -5.008 -2.724 -2.393
H 3.293 3.723 1.608
H 1.019 -1.398 -5.069
H 5.034 -1.564 1.398
H 1.195 1.466 -3.051
H -2.965 -3.494 1.290
H -2.852 1.616 -1.080
H -1.611 1.935 4.222
H 4.152 -1.071 2.874
H -2.847 -0.289 1.115
H -6.678 -3.799 -3.851
H -0.342 4.390 -0.613
H -0.933 0.320 4.414
H 1.342 4.882 -0.859
H 3.112 1.392 3.152
H 2.744 -2.725 2.166
H 5.165 0.101 2.010
H -1.269 0.947 -1.415
H -0.339 1.652 5.400
H -1.525 4.363 1.361
H 0.851 3.098 -2.473
H 1.005 3.925 4.530
*
```

Here are the Löwdin charges for atoms 1 to 5, given in e: number 1, W, carries 1.5382; number 2, Si, carries 0.3367; number 3, Si, carries 0.4013; number 4, Si, carries 0.3969; number 5, O, carries -0.2021

=====

(4)
Below is 10 unconnected molecules or ions with the total composition C21H46BrCl18O3P2S at a distorted geometry, with properties calculated with ωB97M-V/def2-TZVPD.

The total energy comes out at -353521.7799 eV. The calculation puts the LUMO energy at -3.482 eV.

The geometry in ORCA input format:
```
! RIJCOSX wB97M-V def2-TZVPD def2/J DEFGRID3
* xyz 1 1
Br 1.437 -1.853 -1.474
Cl -0.996 2.615 0.561
Cl 1.705 -5.183 3.501
Cl -3.013 9.613 2.066
Cl -0.436 -4.653 -2.500
Cl 7.275 -5.795 -2.813
Cl -4.072 4.284 3.063
Cl -2.759 4.517 -1.614
Cl 4.167 -5.302 -4.083
Cl 2.709 -5.122 -1.256
Cl 5.741 -7.840 3.103
Cl -0.631 7.238 2.560
Cl -2.849 8.407 -2.407
Cl 4.560 0.695 0.508
Cl -2.819 1.188 3.617
Cl 4.495 -7.986 -0.055
Cl 4.702 2.307 -2.469
Cl -4.868 6.950 -4.723
Cl 0.075 -2.222 3.165
S -1.917 -1.479 0.139
P -3.180 0.018 -0.716
P -5.289 -0.432 -0.387
O -6.000 0.971 -0.601
O -5.535 -0.896 0.952
O -5.805 -1.473 -1.457
C 1.573 -6.380 -1.807
C -0.586 -3.855 2.851
C -1.798 7.849 3.764
C -0.905 4.396 0.387
C 1.449 0.845 -0.638
C -2.242 4.983 0.027
C 0.729 -5.927 -2.969
C -4.509 1.699 3.877
C 5.326 -6.570 -4.569
C -4.592 8.699 -2.638
C -4.935 2.732 2.871
C -0.024 -4.884 3.797
C 5.946 0.737 -0.614
C 0.431 -0.276 -0.892
C -5.319 7.455 -3.075
C -3.124 8.197 3.140
C 6.049 2.059 -1.326
C 6.175 -6.785 1.735
C 5.001 -6.520 0.830
C -0.295 -0.662 0.386
C 6.152 -7.048 -3.404
H 6.995 -7.251 1.196
H 6.842 0.567 -0.021
H 5.835 -0.085 -1.315
H 2.176 -7.237 -2.102
H 6.969 2.092 -1.905
H 5.272 -5.777 0.082
H -5.138 0.819 3.778
H 0.281 -1.389 0.942
H 6.051 2.889 -0.625
H -6.250 -1.045 -2.203
H -0.574 4.793 1.344
H -1.666 -3.788 2.975
H 1.003 1.835 -0.660
H 5.524 -7.349 -2.570
H 0.147 -6.764 -3.348
H -0.223 -0.043 -1.712
H 6.527 -5.845 2.155
H -5.118 6.625 -2.404
H -1.349 8.708 4.254
H -4.988 9.036 -1.682
H 2.244 0.796 -1.352
H 5.947 -6.169 -5.366
H -0.147 4.616 -0.359
H -1.936 7.061 4.501
H 0.959 -6.668 -0.958
H -5.998 2.936 2.982
H -2.939 1.158 0.076
H 1.340 -5.539 -3.778
H -3.840 8.444 3.922
H -6.337 1.088 -1.502
H -3.520 7.366 2.562
H -0.370 -4.112 1.815
H -0.142 -4.577 4.832
H -1.674 -2.423 -0.796
H 4.143 -6.154 1.386
H 4.747 -7.400 -4.970
H 1.824 0.658 0.354
H -2.180 6.069 0.048
H -0.542 -5.829 3.654
H 6.756 -7.900 -3.709
H -4.586 2.069 4.896
H -4.703 9.503 -3.360
H -3.015 4.669 0.724
H -4.757 2.390 1.864
H -6.391 7.644 -3.082
H -0.399 0.201 1.025
*
```

Here are the Löwdin charges for atoms 1 to 5, given in e: number 1, Br, carries 0.7224; number 2, Cl, carries 0.6286; number 3, Cl, carries 0.5594; number 4, Cl, carries 0.5502; number 5, Cl, carries 0.5002